# 1
Here is a 2-piece molecular cluster, C3H7OS overall from the OMol25 dataset. Energies are from ωB97M-V/def2-TZVPD.

DFT total energy: -16106.693 eV
Total charge: -1
Energy relative to the best compared isomer or geometry (same formula, charge and spin): 36.53 kcal per mole

Last column: Löwdin charge in e.
Positions of all 12 atoms, in Å:
C: 0.083 0.108 1.128  -0.852
H: 1.539 -0.522 -0.513  0.046
O: -0.735 -1.340 -1.684  -0.058
H: -1.389 0.553 -2.008  0.060
H: 0.095 -0.317 2.189  0.040
C: -1.506 -0.429 -1.495  -0.228
S: -0.781 1.677 1.002  0.135
H: 2.366 -0.038 0.911  0.025
C: 1.466 0.160 0.357  -0.218
H: 1.551 1.183 0.042  -0.003
H: -2.252 -0.266 -0.650  0.056
H: -0.438 -0.769 0.720  -0.005

---

# 2
Here is C12H17NO2 as an isolated structure from the OMol25 dataset. Energies are from ωB97M-V/def2-TZVPD.

DFT total energy: -18295.089 eV
Energy relative to the best compared isomer or geometry (same formula, charge and spin): 221.57 kcal per mole

Last column: Löwdin charge in e.
Positions of all 32 atoms, in Å:
H: 1.207 3.610 0.382  0.067
C: 1.570 2.708 0.764  0.022
C: -1.351 0.938 1.895  -0.141
H: -2.343 -0.123 -3.133  0.081
O: -0.626 1.725 1.041  -0.010
H: -2.597 -1.483 -1.303  0.115
H: 0.416 -0.793 -0.467  0.168
C: 0.653 1.597 0.975  -0.224
N: -0.750 -0.777 -0.435  -0.037
H: 4.403 0.818 1.523  0.027
H: -2.411 1.097 1.521  0.170
C: -1.216 -0.034 -3.284  -0.149
H: -2.373 -1.136 0.514  0.135
H: -0.601 0.554 -2.566  0.068
H: 0.363 -1.139 -2.780  0.121
C: -0.984 -0.544 1.948  -0.266
H: 2.560 -1.503 1.460  0.219
C: -1.302 -1.450 0.787  -0.227
C: 3.480 0.989 1.141  -0.083
C: -0.822 -1.448 -2.787  -0.353
C: 3.075 2.429 0.904  -0.042
C: 2.544 -0.150 1.273  -0.012
H: -1.107 0.312 -4.319  0.067
H: -1.511 -2.936 -0.982  0.140
H: -1.132 1.118 2.893  0.105
O: 0.437 -0.602 1.980  -0.047
C: 1.224 0.281 1.474  -0.319
H: 3.593 3.410 0.805  0.082
C: -1.519 -1.849 -1.536  -0.172
H: -0.551 -2.362 -3.784  0.176
H: -0.984 -2.463 0.976  0.111
H: -1.343 -0.794 3.119  0.209

---

Orbital gap readings, ordered: 6.54; 8.22 eV
Highest occupied orbital energy readings, ordered: -2.52; -7.49 eV
Strongest force on any atom readings, ordered: 2.1; 7.8 eV/A